[1]
{
  "formula": "C4H6",
  "method": "wB97M-V/def2-TZVPD",
  "species": ["C", "C", "C", "C", "H", "H", "H", "H", "H", "H"],
  "xyz": [[-1.966315, -0.169309, -0.042477], [-0.621196, 0.241626, -0.443722], [0.579948, 0.330860, -0.416633], [1.962092, 0.175991, 0.034022], [-2.422486, -0.873020, -0.743456], [-2.652824, 0.661557, 0.141538], [-1.801436, -0.695540, 0.904223], [2.029936, 0.605727, 1.040277], [2.733922, 0.621351, -0.597457], [2.158360, -0.899244, 0.123687]],
  "forces_ev_per_a": [[-0.132, -0.019, 0.007], [0.623, -0.136, 0.257], [-0.551, -0.124, 0.139], [0.172, -0.022, 0.044], [0.024, 0.174, 0.014], [0.119, -0.083, -0.137], [-0.360, 0.018, -0.076], [0.171, -0.020, -0.198], [-0.198, 0.003, 0.001], [0.131, 0.208, -0.051]],
  "nbo_charge": [-0.6727, -0.0266, -0.0066, -0.6789, 0.2302, 0.2297, 0.2321, 0.2315, 0.2296, 0.2316],
  "total_charge": 0,
  "smiles": "CC#CC",
  "orbital_gap_ev": 10.413
}

[2]
{
  "formula": "C5H13NO",
  "method": "wB97M-V/def2-TZVPD",
  "species": ["C", "C", "C", "C", "N", "C", "H", "H", "H", "H", "H", "H", "H", "H", "H", "H", "H", "O", "H", "H"],
  "xyz": [[2.152245, -1.289395, 1.063411], [1.650414, 0.159187, 1.165799], [0.234035, 0.388808, 0.674441], [0.025471, 0.585217, -0.657255], [-0.978669, 1.149840, -1.366184], [-2.233893, 1.523771, -0.772208], [1.627462, -1.836316, 0.288949], [3.212742, -1.274172, 0.765084], [2.249211, -1.811155, 2.016706], [2.260376, 0.795108, 0.515150], [1.708788, 0.564656, 2.176646], [-0.595857, -0.055578, 1.194357], [0.977314, 0.602632, -1.156516], [-0.760141, 1.548687, -2.257244], [-2.916129, 2.046059, -1.433958], [-2.056535, 2.062121, 0.167225], [-2.797683, 0.633613, -0.465897], [-1.510513, -2.073938, -0.381444], [-1.662772, -1.860221, -1.313811], [-0.585867, -1.858924, -0.223251]],
  "forces_ev_per_a": [[1.468, 0.426, 0.288], [-0.710, 0.075, -0.589], [-0.834, -1.450, -1.042], [1.991, 1.748, 1.239], [-1.134, -0.500, -0.617], [-0.347, -0.951, 0.965], [-0.182, -0.310, 0.171], [-0.223, 0.077, -0.241], [-0.829, -0.180, -0.035], [0.187, -0.046, 0.305], [0.254, -0.123, 0.017], [-0.387, 0.597, 0.982], [0.244, 0.231, -0.942], [0.163, -0.116, -0.047], [0.416, 0.352, -0.233], [-0.030, 0.328, -0.164], [0.136, -0.063, -0.022], [-0.310, -0.222, -0.353], [0.119, -0.045, 0.337], [0.006, 0.172, -0.018]],
  "nbo_charge": [-0.6164, -0.4260, -0.3494, 0.0134, -0.5983, -0.4242, 0.1971, 0.2067, 0.2141, 0.1948, 0.2152, 0.2025, 0.1741, 0.3926, 0.2094, 0.1950, 0.2010, -0.9453, 0.4678, 0.4758],
  "total_charge": 0,
  "smiles": "CC/C=C/NC.O",
  "orbital_gap_ev": 8.520
}